[1]
# C22H48N5O11PS

A molecular structure, C22H48N5O11PS at a distorted geometry (ωB97M-V with the def2-TZVPD basis set, OMol25).

```
88
Properties=species:S:1:pos:R:3:forces:R:3
C -0.209 4.173 5.420 -0.672 -0.285 0.256
H 3.047 -5.283 -5.124 -0.063 -0.030 -0.048
H -0.410 -6.850 -9.199 -0.075 -0.020 -0.028
H 0.389 -5.831 -10.406 0.038 0.051 0.020
H 0.387 3.229 1.198 0.187 -0.055 0.206
H 1.851 0.142 -1.593 -0.623 0.296 -0.553
C -0.200 -4.774 -8.666 0.037 0.052 0.015
N 1.934 -0.765 2.396 -0.257 0.906 0.229
H -3.845 6.412 -1.092 -0.014 0.001 -0.001
C -2.734 1.890 3.588 0.450 0.392 -0.334
N 1.514 -3.488 -3.684 0.056 -0.079 -0.129
C -1.410 4.903 4.868 -0.053 0.566 -0.092
H -0.301 3.098 5.345 0.269 -0.187 -0.201
H -0.457 -4.077 -4.028 -0.058 -0.131 -0.023
H -2.393 -6.235 -8.184 0.012 -0.013 -0.024
H 0.767 -5.207 -4.634 0.045 0.019 -0.033
C 0.516 -4.530 -3.824 0.055 0.312 0.210
S -0.343 -1.887 0.063 0.201 -0.846 -1.267
O -2.351 4.226 4.161 0.176 -0.099 0.518
N 3.661 -3.853 5.113 -0.010 -0.022 0.115
C -1.674 2.534 1.379 0.550 0.296 -0.173
H -2.163 3.489 1.507 -0.255 0.202 0.120
C 2.428 -2.669 6.869 -0.005 0.062 -0.026
O 3.389 -2.358 -4.156 0.008 0.003 -0.007
O 3.203 -1.684 4.828 -0.015 0.139 0.190
H -2.590 9.121 -0.892 0.024 0.003 0.020
H -3.561 2.077 2.911 -0.296 -0.141 -0.099
C -1.214 7.626 0.572 0.017 -0.031 0.010
C -2.242 6.646 0.061 0.007 -0.053 0.087
C -1.448 1.932 2.750 -0.173 -0.352 0.018
O -1.503 6.094 4.992 -0.028 -0.111 -0.236
H 1.589 -3.364 6.876 0.030 -0.045 0.060
H 3.163 -5.884 5.185 -0.027 -0.045 0.070
O -0.400 -0.480 0.745 -0.057 0.311 0.686
O 0.453 -1.413 -1.263 -0.653 0.608 0.325
O 1.778 1.868 2.554 -0.064 -0.119 0.093
H -0.682 3.629 -0.099 0.073 0.163 -0.200
O 0.751 -4.014 -8.729 0.039 -0.033 0.019
O 0.472 -2.825 0.739 0.475 0.090 0.617
H -2.331 1.925 0.760 -0.186 -0.230 0.081
H 3.122 -2.936 7.666 -0.044 -0.063 0.028
H 0.672 4.547 4.919 0.197 -0.011 -0.161
H -0.913 -3.906 -7.023 -0.020 0.017 0.001
H -2.234 -5.945 -6.448 -0.053 -0.079 -0.031
H 3.160 -5.063 6.750 -0.015 0.020 0.020
N -3.190 7.116 -0.791 0.069 0.108 -0.004
H 0.993 -0.779 2.785 -0.024 -0.452 -0.039
H -1.366 -5.737 -10.200 -0.028 -0.075 0.022
H -3.841 3.109 4.940 -0.188 0.066 0.195
H 4.104 -3.792 4.209 -0.019 -0.021 -0.017
C 0.681 0.430 0.326 0.194 -0.171 -1.230
C 2.940 -4.273 -5.522 -0.021 0.011 -0.015
C 3.123 -2.685 5.529 0.021 -0.023 -0.103
H 4.694 -5.461 5.967 -0.023 -0.045 0.073
H 1.378 -2.801 -2.959 -0.081 0.006 0.077
C 3.668 -5.134 5.795 0.104 0.088 -0.272
H -0.695 2.531 3.238 0.286 0.244 0.263
C 2.647 -3.294 -4.409 0.035 0.051 0.014
H 0.444 -5.100 -2.896 -0.077 -0.092 -0.057
C -0.417 -5.872 -9.681 0.030 0.022 -0.014
H 2.056 -1.666 7.051 0.021 0.031 -0.047
H 1.590 1.519 3.436 -0.150 0.096 -0.149
P 2.144 0.648 1.495 0.397 0.250 -0.027
C -3.356 8.467 -1.293 -0.161 -0.283 -0.039
H -0.640 8.050 -0.253 -0.021 0.077 0.018
H -3.287 8.475 -2.382 0.032 0.091 -0.002
H -2.862 0.902 4.014 -0.221 -0.126 0.285
H -0.776 1.336 -0.897 -0.136 -0.114 -0.210
O -1.636 -2.317 -0.308 -0.643 0.403 -0.175
H -1.693 8.433 1.128 0.032 0.053 -0.036
H -0.539 7.098 1.237 -0.033 -0.058 0.011
C -2.295 -5.466 -7.426 0.134 0.275 0.171
H -1.028 0.933 2.667 0.040 -0.223 -0.028
C 0.074 1.678 -0.310 -0.147 0.108 0.654
N -1.113 -4.658 -7.664 -0.031 -0.130 -0.041
H -2.284 2.677 5.584 0.316 0.011 0.061
O -2.235 5.473 0.396 -0.004 0.086 -0.095
H 2.191 -0.942 -0.329 0.048 -0.150 -0.105
H 2.584 -0.773 3.185 0.105 -0.512 -0.202
H -4.333 8.858 -1.005 0.032 0.092 0.001
H 0.795 2.059 -1.024 0.327 0.074 -0.081
H 2.147 -4.261 -6.272 0.004 -0.065 -0.009
C -2.800 2.958 4.672 -0.331 -0.182 -0.417
H -3.189 -4.840 -7.446 -0.057 -0.075 -0.036
H -0.145 4.419 6.472 0.159 0.149 0.214
H 3.870 -3.984 -6.000 0.021 0.062 0.036
C -0.400 2.826 0.574 -0.680 -0.100 -0.270
C 1.360 -0.404 -0.805 1.435 -0.985 1.283
```
Forces are in eV/Å.

[2]
# C40H30Br2I2N6O5STl

A molecular structure, C40H30Br2I2N6O5STl at a distorted geometry (ωB97M-V with the def2-TZVPD basis set, OMol25).

```
87
Properties=species:S:1:pos:R:3:forces:R:3
H 1.855 -0.092 -3.041 0.109 0.176 -0.001
C -3.861 -0.849 3.519 0.339 0.075 0.021
C 0.216 -3.490 2.134 0.012 -0.279 0.016
H 4.124 0.218 2.579 -0.126 0.083 -0.013
C 3.035 2.693 -2.248 -0.098 -0.020 0.132
C -4.200 -1.073 1.144 -0.137 -0.167 0.163
C 1.783 3.233 -2.007 0.111 -0.070 0.005
C -4.767 1.649 -1.527 -0.138 0.042 0.095
C 2.933 -1.709 -3.960 -0.008 -0.194 -0.123
H -1.571 2.347 -2.275 -0.036 -0.055 0.085
N 3.996 -3.659 -4.889 0.304 -0.232 -0.176
O 0.719 2.151 2.617 -0.353 -0.604 -0.121
N -0.057 -3.512 -0.558 -0.188 0.102 -0.084
C 2.901 -3.066 -4.287 -0.164 0.139 0.297
H 4.616 -3.037 -5.382 -0.052 -0.109 -0.044
H -3.920 -0.873 6.920 -0.095 0.010 0.086
H 2.141 -1.113 1.855 -0.072 0.074 -0.075
C -3.432 1.961 -1.310 0.099 -0.082 0.249
Tl -0.168 0.505 1.240 -0.267 0.614 0.506
H 1.415 4.068 -2.583 -0.048 0.107 0.055
C 1.006 2.674 -1.006 -0.148 0.444 -0.282
I -0.033 5.060 2.026 0.348 0.005 -0.044
H 3.783 -1.111 -4.261 0.081 0.075 0.045
H -5.748 -1.267 2.587 -0.171 -0.071 0.059
H -6.301 1.150 -2.933 0.024 0.004 0.024
H -0.145 -3.816 -2.987 -0.088 -0.108 -0.009
C -4.700 -1.078 2.413 -0.007 -0.076 -0.336
O -1.762 -1.705 -2.171 0.217 -0.233 -0.003
C -2.030 -0.435 1.969 0.545 0.186 -0.534
H 3.824 -4.534 -5.358 0.050 0.134 -0.037
C 2.945 -0.164 0.231 0.073 -0.108 -0.114
H 4.430 1.178 -1.619 0.108 -0.065 -0.024
N 2.317 -0.165 1.537 -0.030 -0.361 0.050
H 0.344 -3.423 3.210 0.001 -0.054 0.068
H 2.613 0.420 3.500 0.055 -0.031 0.006
H 3.684 3.118 -3.000 0.053 0.018 -0.054
C 4.177 4.084 1.617 0.668 0.344 -0.190
C 0.032 -4.706 1.493 -0.036 -0.064 -0.054
H -1.495 -0.562 6.569 0.023 -0.007 0.006
C 3.064 2.056 2.234 -0.114 -0.045 0.192
H -2.503 -0.644 -0.096 -0.146 0.032 -0.053
C -2.610 2.099 -2.425 -0.098 0.093 -0.075
H 0.038 3.066 -0.730 -0.083 0.030 -0.086
C -4.362 -0.931 4.834 0.001 0.010 0.204
C -2.474 -0.576 3.298 -0.320 -0.028 -0.051
H 5.155 2.195 1.835 0.079 -0.071 0.001
S -0.483 -1.072 -1.981 0.224 -0.266 -0.262
N 1.394 1.613 -0.319 -0.180 -0.408 0.179
H -4.826 -1.301 0.297 -0.163 0.018 -0.086
C -4.410 1.508 -3.891 -0.021 0.070 -0.011
H 4.044 -0.237 0.307 -0.172 0.016 -0.060
C -0.069 -4.643 0.111 -0.009 -0.131 0.229
C -2.865 -0.714 0.922 0.304 -0.160 0.347
C -3.088 1.880 -3.702 -0.018 0.041 -0.102
C 0.778 -1.908 -2.936 -0.412 0.374 0.340
C 4.217 2.730 1.891 0.106 0.050 0.015
C 0.065 -2.376 0.148 0.138 -1.324 0.669
C -3.537 -0.799 5.913 -0.288 -0.032 -0.045
I 5.976 5.076 1.080 -0.370 -0.179 0.092
C 1.785 -3.829 -3.934 0.060 0.105 -0.156
O -0.386 0.317 -2.336 0.304 -0.016 0.067
Br 0.230 -0.454 4.304 -0.029 -0.043 0.345
O -3.542 2.134 1.063 0.271 0.221 0.134
C 1.816 2.733 2.302 0.376 0.307 0.012
C 1.873 -1.141 -3.285 0.044 0.085 -0.135
N 0.259 -2.347 1.487 0.248 0.097 -0.125
H -2.424 1.977 -4.549 0.050 -0.035 -0.037
C 2.992 4.795 1.673 0.061 0.086 -0.076
Br -6.021 1.520 -0.103 -0.435 -0.017 -0.244
C 3.450 1.612 -1.489 -0.099 -0.062 -0.010
H -0.013 -5.637 2.031 0.012 -0.124 0.072
O -1.542 1.976 0.077 0.712 0.020 -0.109
H 2.581 -1.023 -0.343 0.075 0.032 0.106
C -1.662 -0.511 4.452 0.095 -0.135 0.468
C 1.846 4.112 2.003 -0.626 0.176 0.068
H 2.958 5.851 1.449 0.013 0.029 -0.010
C -2.812 2.041 0.087 -0.543 0.312 -0.012
C 2.582 1.075 -0.548 0.263 0.099 -0.167
H 1.753 -4.875 -4.210 -0.017 -0.085 0.030
C -2.164 -0.610 5.722 0.331 0.078 -0.247
H -5.419 -1.118 4.967 -0.091 -0.020 0.025
H -0.159 -5.535 -0.502 -0.016 -0.129 0.116
C 0.726 -3.249 -3.262 -0.066 -0.061 -0.198
H -4.784 1.290 -4.883 -0.026 0.037 -0.032
C 3.084 0.585 2.530 -0.047 0.156 0.169
C -5.261 1.417 -2.803 -0.053 -0.096 -0.043
N 0.052 -1.193 -0.445 -0.282 1.249 -1.095
```
Forces are in eV/Å.

Values from the calculation:
Total charge ... -1
ΔE to the lowest compared entry with this formula, charge and spin ... 15.5 kcal per mole

[3]
# C5H8N2

C5H8N2 in the gas phase at a distorted geometry (ωB97M-V with the def2-TZVPD basis set, OMol25).

```
15
Properties=species:S:1:pos:R:3:forces:R:3
C 0.441 1.812 -0.728 -0.386 1.605 0.054
N -0.032 2.834 -0.986 0.560 -0.252 0.300
H -2.595 -0.253 0.861 0.642 0.101 -0.232
H 2.398 -0.952 1.618 -0.659 0.184 -0.332
H 1.716 0.232 -1.219 -1.741 -0.519 -0.371
C -0.820 -0.213 -0.507 1.993 -0.838 1.158
H 2.505 -1.446 -0.060 -0.812 0.302 -0.017
H -1.908 1.377 0.722 0.324 -0.138 0.023
N 0.637 -0.333 0.526 -1.197 0.052 0.155
C 1.775 -1.302 0.769 -0.587 -0.057 -0.048
C 0.753 0.409 -0.643 -1.556 -0.135 -0.513
H -2.945 0.740 -0.518 1.155 -0.406 -0.253
C -2.109 0.461 0.169 0.941 -0.011 0.032
H -1.229 -1.077 -1.055 1.510 0.060 0.082
H 1.412 -2.288 1.052 -0.186 0.053 -0.039
```
Forces are in eV/Å.

Values from the calculation:
ΔE to the lowest compared entry with this formula, charge and spin ... 108.8 kcal per mole
Structure (SMILES) ... C[C@H]1[C@@H](C#N)N1C

[4]
# C4H6BrN3

C4H6BrN3 in the gas phase at a distorted geometry (ωB97M-V with the def2-TZVPD basis set, OMol25).

```
14
Properties=species:S:1:pos:R:3:forces:R:3
H 2.275 -0.818 1.036 0.228 0.179 -2.126
Br -0.433 -1.872 1.772 0.081 1.280 -1.007
H 1.949 -1.923 -0.343 -0.268 0.298 -0.214
N -0.856 1.186 -0.926 2.997 0.416 -1.287
H 1.010 1.034 -1.933 1.094 0.597 -0.883
C -1.313 0.478 0.100 0.462 -1.428 -0.037
C -0.363 -0.442 0.423 -0.758 -1.647 3.237
C 2.005 -0.858 -0.094 2.224 1.028 0.171
N 0.783 -0.143 -0.228 -0.479 -1.774 0.093
H -2.798 0.651 1.469 0.156 -0.502 1.165
C 0.448 0.770 -1.097 -3.344 2.013 -0.367
H -2.805 1.583 0.187 -0.698 0.191 -0.310
N -2.607 0.646 0.500 -0.885 0.784 -0.541
H 2.705 -0.292 -0.865 -0.811 -1.436 2.107
```
Forces are in eV/Å.

Values from the calculation:
ΔE to the lowest compared entry with this formula, charge and spin ... 6.8 kcal per mole
Structure (SMILES) ... Cn1cnc(N)c1Br

| no. | DFT total energy (hartree) |
| --- | --- |
| 1 | -2708.09443 |
| 2 | -8561.23166 |
| 3 | -304.66217 |
| 4 | -2894.27299 |